DFT (the ωB97M-V functional and the def2-TZVPD basis) results for a structure of composition C33H37N10O2S2Ti.

The calculation puts the LUMO energy at -9.080 eV. As for the charge: +3. For the total energy, the calculation gives -3622.923667 hartree. The relative energy (zero: lowest compared OMol25 entry of this formula, charge and spin) comes out at 0.0 kcal per mole.

```
85
Properties=species:S:1:pos:R:3:lowdin_charge:R:1
H -1.1264 1.8442 4.3135 0.152
C -4.1146 2.4968 -0.5221 0.008
O 0.9024 2.2567 -2.5662 -0.257
H 5.2960 -0.0022 2.9408 0.114
H -0.6605 4.2943 4.0111 0.138
C 4.3148 -0.3749 2.6488 -0.009
C -0.9723 1.6442 -4.7559 -0.057
H 3.1439 -0.1272 -1.6815 0.113
H 0.9377 5.4934 0.2071 0.135
C -1.4725 -1.0050 -5.4901 -0.006
C -0.3399 4.0748 3.0014 0.031
C -1.2244 1.7313 3.2314 -0.095
H -3.1691 -3.6049 -1.1047 0.130
H 0.7332 3.1442 -0.5376 0.082
C -1.7660 1.4022 -1.1010 -0.459
H -2.2782 1.8665 2.9932 0.116
N -0.5487 0.7387 -1.1963 -0.171
H 0.1446 0.1661 4.6699 0.146
C -1.6732 1.3857 -5.9025 0.003
C -1.9658 -0.5791 3.0867 -0.075
H -1.6503 -2.0268 -5.7990 0.122
C -0.4706 2.7967 2.4975 -0.243
C 0.1824 5.0678 2.1836 0.016
C -3.5442 2.5798 -1.7872 -0.034
H 0.8617 -1.6999 -1.0337 0.087
H 5.1282 -2.4562 0.8634 0.129
H -5.0789 2.9309 -0.3056 0.126
H 1.1796 0.6583 3.3328 0.095
C 4.9396 -1.2191 -0.9537 -0.063
H 0.2904 6.0786 2.5540 0.136
H 2.1614 -3.7202 3.1983 0.139
C -0.7594 -0.7440 -4.3505 -0.060
N -1.7095 -1.2320 0.7594 0.002
N -0.8336 0.3532 2.8156 -0.198
N 3.6881 -0.4560 -0.8897 0.071
H 1.6757 -1.5661 4.2006 0.138
H 0.0628 -2.1254 3.9581 0.134
C 0.3797 -0.0236 3.6183 -0.151
C -3.1032 -2.5990 2.1215 0.027
H -2.7660 -1.1346 -7.7534 0.122
C -3.3830 1.8483 0.4512 -0.057
H 6.2727 -1.1088 0.7990 0.140
H 2.6748 -4.9351 1.0950 0.134
N -2.3659 2.0311 -2.0845 0.191
C 5.2642 -1.4235 0.5372 -0.059
H -4.0459 3.1038 -2.5920 0.137
C -1.9419 0.0566 -6.2989 -0.282
C 1.1355 -2.1946 -0.1105 -0.123
H -2.9038 0.5501 -8.0415 0.123
H 1.9658 -3.8978 -1.0837 0.132
H -0.3583 -1.5648 -3.7688 0.111
C 2.1670 -3.9797 1.0681 0.000
H 5.7022 -0.6369 -1.4690 0.137
H -3.5122 -2.8126 3.1006 0.139
N -2.6274 -0.1949 -7.4259 0.166
O 1.3723 -0.1824 -2.3872 -0.345
C 1.2139 -2.0844 2.2021 -0.243
N -0.0602 2.4746 1.2605 -0.085
C 0.5476 4.7480 0.8853 0.012
H -1.7998 -1.1252 4.0158 0.142
C 0.4296 3.4407 0.4590 -0.133
C -2.9154 -3.0425 -0.2175 0.002
N 0.8588 -1.5332 1.0313 -0.020
H -4.1153 -4.2121 1.1337 0.135
H 3.5634 0.3531 2.9420 0.063
C -3.4421 -3.3724 1.0247 0.009
C -2.2435 -1.5257 1.9501 -0.230
H -0.7579 2.6620 -4.4634 0.121
C -0.5098 0.5812 -3.9690 -0.344
C 3.4095 -0.0786 0.3408 -0.636
C 0.8242 -1.4716 3.5231 -0.089
S 2.1591 1.0816 0.7341 0.885
C 1.8851 -3.3022 2.2388 0.010
H -2.8699 0.0083 3.2502 0.140
Ti -0.1890 0.3725 0.6913 0.977
H 4.1388 -1.3249 3.1580 0.097
S 0.4403 0.9050 -2.5906 0.672
C 1.7760 -3.4124 -0.1367 -0.005
H 4.7975 -2.1570 -1.4859 0.129
H -1.6150 -1.6818 -1.2547 0.112
H -3.7534 1.7574 1.4648 0.121
H -2.0112 2.2038 -6.5250 0.126
N 4.2744 -0.5662 1.2137 -0.117
N -2.1964 1.3083 0.1656 0.053
C -2.0505 -1.9735 -0.3074 -0.087
```

DFT (the ωB97M-V functional and the def2-TZVPD basis) results for a structure of composition C46H53AsKN9O3S at a distorted geometry.

The calculation puts the LUMO energy at 2.644 eV. As for the charge: -2. For the total energy, the calculation gives -5736.089482 hartree. The relative energy (zero: lowest compared OMol25 entry of this formula, charge and spin) comes out at 516.1 kcal per mole.

```
114
Properties=species:S:1:pos:R:3:lowdin_charge:R:1
H -1.1298 0.9885 -14.0464 0.160
H -2.5997 -2.6048 -3.9828 0.074
H -3.4479 -1.5778 -8.5507 0.117
C 7.4900 -2.9047 8.2250 -0.090
N -2.9662 0.7567 -3.9694 -0.001
C -0.0548 0.6426 7.6750 -0.056
H 5.3501 -1.4582 9.7522 0.193
H -7.7879 -2.7406 -13.3316 0.070
H -0.1098 1.0584 8.6188 0.033
H -4.2462 -2.9773 7.2157 0.104
C -2.1075 4.5988 -5.3090 -0.120
C -3.3942 -2.3802 6.6911 -0.083
H 2.9562 -3.0563 4.2153 -0.030
C 1.9392 0.4678 6.1477 -0.183
C -2.9150 1.4813 -7.9749 -0.165
K 2.3966 -5.8532 1.4998 0.862
H -4.7159 3.1398 4.7128 0.194
H 7.8538 -1.8849 8.4002 0.055
C 1.3898 2.5866 7.1673 -0.201
C -2.8737 0.9659 -5.2562 -0.192
C 2.7791 -1.0341 8.9760 -0.013
N -3.5147 4.0753 3.5252 -0.001
C 6.0970 -2.7747 7.7393 -0.277
N -3.2932 2.3941 6.8068 0.069
H -3.5827 -2.3974 -15.7581 0.096
H 7.8049 2.3833 2.1337 0.020
H 8.2596 -3.4105 7.0593 0.188
H -2.5892 2.3828 7.5398 0.064
C -3.1187 0.1655 -7.5813 -0.185
H -2.5923 -2.2258 -6.5231 0.119
N 0.3236 -2.0719 7.0250 -0.229
C 3.6740 0.4974 4.2920 -0.093
C -2.9825 -1.4766 -16.0606 -0.125
C 2.8545 1.2653 5.4116 -0.329
H -1.7954 1.1790 -11.4902 -0.025
H -3.5957 -0.6398 -15.9396 0.079
H 3.4640 -0.7280 4.7711 0.029
H -3.5360 3.3622 2.9285 0.013
H 0.4932 2.9676 7.9501 0.168
C -2.9310 -0.4691 -3.4021 -0.212
H -0.5319 -0.7740 4.1250 0.116
H 4.6594 1.1939 4.1572 0.078
H 3.3754 5.4807 5.9200 0.160
H -2.4465 5.9416 -6.6838 0.040
H 2.0948 -0.6787 8.4980 -0.123
C -3.6228 -1.6750 5.3404 -0.159
H -9.8343 -2.5721 -12.6907 0.111
C -3.0836 -0.1015 -6.2486 -0.162
H 1.6661 5.3333 6.8572 0.024
H 7.8229 -3.3043 9.1133 0.013
O -1.9182 -1.1996 -15.2383 -0.114
H 3.3814 5.2972 7.4691 0.015
C 8.4610 2.0930 1.3680 -0.228
H 6.3120 -3.8323 5.8040 0.098
C -3.3343 -1.5614 -11.7072 0.015
H -2.5099 -1.7217 -16.9931 0.089
H 7.3254 3.0119 -0.0004 0.171
C 3.4190 -2.1898 6.7542 -0.347
H 3.0527 -4.5822 5.0132 0.097
N -8.9082 -2.7261 -13.4193 -0.095
N -3.7307 3.6561 4.8514 -0.159
C -2.9086 -1.5593 -4.3846 -0.187
H -3.0813 4.1621 -8.5151 0.019
C -2.3481 -0.8674 -13.9661 -0.304
C -2.8227 2.6326 -7.2616 -0.079
H 2.3033 -2.0015 9.2440 0.095
H -1.6050 5.4380 -4.6597 0.122
C 5.5539 -3.3579 6.4577 -0.044
H -4.6372 -1.7613 4.8764 0.077
H -2.5156 -1.1441 3.6768 0.039
C 3.2039 2.5300 5.7674 -0.061
C -2.5632 -1.3782 4.6366 -0.233
C -1.8410 0.4084 -11.9230 -0.003
C -1.2003 -1.1970 5.0377 -0.089
H -3.9495 -2.1886 -11.1594 0.068
C -3.1344 -1.7071 -13.1690 -0.009
C -2.9438 4.0032 -7.6025 0.013
H 8.2084 0.9887 1.1983 0.074
H 3.4007 -0.2497 9.6846 0.136
C -2.5012 4.9303 -6.6266 -0.091
C -2.0673 -2.3656 7.0741 -0.079
C -3.0127 0.1431 -9.8533 -0.263
C -0.8209 -1.9286 6.2843 -0.439
C 5.1039 -2.1528 8.5809 -0.040
C 2.5833 4.8116 6.9198 -0.041
H -1.0649 0.8597 7.2230 0.076
C -1.7943 0.3073 -13.2886 0.018
N -2.7159 1.3902 -9.4123 0.172
H -9.1788 -3.6375 -13.6594 -0.086
H 4.4971 -3.9187 4.0456 0.051
N -3.1373 -0.6610 -8.6823 0.172
C -2.8970 -1.3920 -5.7663 -0.097
H 0.3091 -0.3119 7.9263 -0.001
H 3.0262 -6.2592 -1.2358 -0.197
As 1.8531 -1.5886 5.8637 1.283
C 2.4076 3.3027 6.6254 -0.265
H -2.4669 4.4078 3.6725 0.061
C -2.8185 3.2103 5.7631 -0.876
S -1.1964 3.5910 5.5593 0.675
C 3.8263 -1.8874 8.0479 -0.266
H 3.3429 0.0640 3.1360 0.117
H -4.2639 2.5921 7.1185 0.105
C -2.6937 -0.4524 -11.0814 -0.135
H -3.5475 -2.6120 -13.7317 0.111
H -2.0356 -2.4895 7.9840 -0.023
O 2.8264 -6.6162 -0.4349 -0.707
H 4.1781 2.8796 5.2494 0.124
C 3.6609 -3.6935 4.6734 -0.090
C 4.3464 -3.0338 5.9728 -0.268
N -2.2877 3.2803 -4.8496 0.102
C -2.6524 2.3749 -5.7561 -0.117
C 1.1240 1.3995 6.9271 -0.320
O 8.3895 2.9333 0.2101 -0.195
H 9.6631 1.9897 1.9890 0.158
```

DFT (the ωB97M-V functional and the def2-TZVPD basis) results for a cluster of 10 separate species, C27H74O10 in total at a distorted geometry.

The calculation puts the LUMO energy (alpha / beta) at -2.574 / -8.920 eV. As for the charge: +1. As for the expectation value of S²: 0.754. For the total energy, the calculation gives -1824.995735 hartree. The spin multiplicity is 2. The relative energy (zero: lowest compared OMol25 entry of this formula, charge and spin) comes out at 0.0 kcal per mole.

```
111
Properties=species:S:1:pos:R:3:mulliken_spin:R:1
H 1.8803 -4.4824 -6.5917 0.000
H 3.6121 -1.6660 -1.4705 0.000
C -3.8024 1.8650 4.4503 0.001
C -1.1098 4.5420 -0.6668 0.000
O 1.7446 3.7192 -4.1891 0.000
O -0.0582 -5.1632 0.0675 0.000
H 0.1790 -0.3700 -2.2874 0.000
H -2.2592 2.8149 -1.0956 0.000
H -6.7655 -3.5905 -0.1797 0.000
C 1.8019 4.7468 2.4524 0.000
H -2.1807 4.0357 4.1602 -0.001
H -7.1174 -2.1942 2.0345 0.000
H 7.0082 -1.4308 0.3510 0.000
C -5.6417 -4.6431 1.3857 0.000
C -6.2374 -2.1793 1.3915 0.000
H 2.5279 3.6722 -3.6361 0.000
C 3.1484 -3.1675 -4.8232 0.000
H -4.1963 2.3191 3.5411 0.000
H -5.3143 -2.0589 1.9584 -0.001
H -4.1221 0.8254 4.3781 0.000
O 0.3551 3.0706 1.6584 0.000
C 6.3131 -2.8967 -1.2706 0.000
H 4.1552 2.7939 -4.9421 0.000
H 3.5447 1.7756 -6.1998 0.000
C -1.8276 3.3472 4.9280 0.003
C 4.3203 -1.3280 -0.7140 0.000
H 1.6694 2.7474 3.0209 0.000
C -5.9493 -3.4006 0.5174 0.000
H -0.7376 3.3484 4.9245 0.000
H 3.5181 3.5856 -6.3304 0.000
H -2.7238 -2.6637 3.7943 -0.007
H -2.8469 -1.1108 4.5533 0.003
H -2.0893 1.4078 5.7036 0.006
H 3.1575 -3.8503 -3.9737 0.000
H -0.3471 -2.0504 -2.2569 0.000
H -1.2768 -1.9814 5.9247 0.152
C -0.1335 -3.1821 4.6603 0.026
H 4.1144 -1.8730 0.2072 0.000
C -2.7562 3.3276 0.9586 0.001
C -2.3564 1.9465 4.7945 -0.005
C -0.9089 -1.9351 4.8998 0.029
H -1.8553 -1.3661 3.0631 0.000
C 5.8304 -1.5117 -1.1540 0.000
H -1.2763 0.2905 1.2750 0.001
H 4.0289 -0.2986 -0.5049 0.000
H -3.6973 2.8146 1.1564 0.000
H -1.0207 2.0765 3.3072 0.002
H -6.1603 -4.7255 2.3409 0.000
H 2.8406 4.9882 2.6780 0.000
H 1.3008 5.0641 3.3669 0.000
H 2.9132 1.6739 1.4762 0.000
H 1.5186 5.4184 1.6420 0.000
H 0.4268 -1.7537 -6.3229 0.000
H -4.4150 2.3621 5.2025 0.000
H 1.2715 1.3461 -3.4493 0.000
O -4.7345 -3.0733 -0.1013 0.000
C -0.5432 0.1209 0.4863 -0.003
H 3.6131 3.2896 1.2104 0.000
H 3.5317 -2.2612 -4.3545 0.000
H -5.7517 -5.5114 0.7360 0.000
H -3.5240 4.2472 -1.9632 0.000
H -2.3421 -2.2671 -0.2954 0.000
H 0.8821 -3.2788 5.0441 0.002
C 2.0351 2.5434 -4.9105 0.000
H 6.1068 -3.3022 -0.2802 0.000
H -6.3091 -1.2438 0.8366 0.000
H 6.0253 -1.1187 -2.1519 0.000
H 1.9375 -1.9991 -7.3185 0.000
C 2.7170 2.6786 1.1018 0.000
H 0.5804 -4.4536 0.1372 0.000
C -2.1504 -1.7678 4.0324 0.118
C 0.0059 -1.2268 -1.6363 0.001
O 6.7299 -0.8048 -0.3215 0.000
H 2.9141 1.6807 -2.9823 0.000
C 1.5117 -1.8584 -6.3250 0.000
C -2.4209 3.7163 -0.5045 0.000
O -3.4715 4.4432 -1.0249 0.000
H -0.2877 1.0641 0.0034 0.000
H -0.5981 -4.0342 5.1563 0.000
C 1.7193 -2.9748 -5.2919 0.000
C -1.1066 -0.8962 -0.6139 0.000
H -2.5265 4.1522 1.6334 0.000
H 7.3677 -2.9268 -1.5444 0.000
H -0.7572 -0.0671 4.8294 -0.006
H 2.5080 2.5986 0.0351 0.000
O -1.4534 -2.0968 0.0252 0.003
H 5.5970 -3.4095 -1.9128 0.000
H 1.3025 2.4835 -5.7154 0.000
H -0.9227 5.1182 0.2394 0.000
H -0.2263 3.9401 -0.8794 0.000
H -4.6515 -3.7465 -0.7807 0.000
H 0.8922 -1.6548 -1.1678 0.000
H -1.9647 -0.5518 -1.1910 0.000
H 3.8599 -3.3725 -5.6231 0.000
O -1.5598 1.4417 3.7848 0.030
H -1.2723 5.3721 -1.3543 0.000
C 1.6213 3.2678 2.0644 0.000
O -0.1218 -0.7866 4.8134 0.629
H -0.7853 -4.7841 -0.4262 0.000
H 0.3533 -0.1787 1.0291 0.001
C 2.2806 1.4671 -3.8432 0.000
H -0.0357 -3.4251 3.6022 0.015
C 3.3626 2.7199 -5.6867 0.000
H 1.0593 -2.6721 -4.4789 0.000
H -2.1680 2.4657 1.2737 0.000
H 1.8354 -0.9195 -5.8759 0.000
H 0.2464 3.6364 0.8905 0.000
H -2.1309 3.6148 5.9402 0.001
H 2.6749 0.5218 -4.2159 0.000
O 1.1746 -4.1411 -6.0376 0.000
H -4.6274 -4.8308 1.7378 0.000
```